one:
Entry from OMol25: a cluster of 2 separate species, C2H2S3 in total (the ωB97M-V functional and the def2-TZVPD basis).

Atoms and positions in Å:
C (2.59, 0.03, -0.64)
C (-1.95, 0.07, 0.55)
S (2.26, -0.96, 0.50)
S (2.88, 1.02, -1.80)
S (-1.82, -1.22, -0.39)
H (-2.70, 0.15, 1.33)
H (-1.27, 0.91, 0.45)

---

two:
Entry from OMol25: a structure of composition C2H2S3 (the ωB97M-V functional and the def2-TZVPD basis).

Atoms and positions in Å:
C (0.78, 0.10, 0.04)
C (-0.44, -0.83, 0.17)
H (-0.98, 1.71, 0.20)
H (0.03, -1.98, 0.75)
S (0.42, 1.80, -0.24)
S (2.26, -0.54, -0.45)
S (-2.06, -0.26, -0.47)

---

Which one is most stable, and which one is least stable? one is the most stable of them, while two is the least stable.

---

one:
Entry from OMol25: a cluster of 2 separate species, C5H14N4 in total (the ωB97M-V functional and the def2-TZVPD basis).

Output
SMILES   [H]/N=C(/N)N(C)N.C=CC

Atoms and positions in Å:
C (1.04, -1.18, -0.27)
C (1.39, -0.43, -1.36)
C (-0.04, 0.99, 1.39)
C (2.00, -1.55, 0.82)
H (0.03, -1.56, -0.19)
H (2.21, -2.62, 0.75)
H (0.83, -0.60, -2.27)
H (0.63, 1.04, -1.30)
H (2.45, -0.26, -1.55)
H (-0.30, 0.08, 1.90)
H (1.02, 1.11, 1.20)
H (-0.38, 1.85, 1.96)
H (1.58, -1.37, 1.81)
H (2.95, -1.02, 0.72)
C (-1.90, 0.31, -0.40)
N (-2.46, -0.40, 0.66)
N (-0.97, 1.30, -0.01)
N (-0.28, 1.82, -1.04)
N (-2.23, 0.00, -1.59)
H (-2.67, 0.16, 1.48)
H (-3.22, -0.98, 0.35)
H (-0.01, 2.77, -0.80)
H (-1.68, 0.53, -2.27)

---

two:
Entry from OMol25: a cluster of 2 separate species, C5H14N4 in total (the ωB97M-V functional and the def2-TZVPD basis).

Output
SMILES   C=NN(C)CNC.C=N

Atoms and positions in Å:
C (0.84, -0.80, 0.01)
C (-0.62, 2.20, -0.55)
C (-0.59, -1.39, -1.94)
C (2.12, 1.04, 0.92)
N (-0.43, -1.22, -0.51)
N (0.83, 0.60, 0.42)
N (-1.56, 2.09, 0.32)
C (-1.48, -1.56, 1.50)
N (-1.46, -1.61, 0.23)
H (0.06, 0.80, 1.10)
H (-2.30, 1.44, 0.06)
H (1.12, -1.47, 0.85)
H (1.59, -0.92, -0.78)
H (0.09, 3.00, -0.42)
H (-0.61, 1.70, -1.53)
H (-1.63, -1.61, -2.14)
H (-0.31, -0.47, -2.46)
H (0.03, -2.21, -2.31)
H (2.85, 1.00, 0.11)
H (2.03, 2.07, 1.26)
H (2.49, 0.43, 1.75)
H (-0.68, -1.20, 2.14)
H (-2.39, -1.89, 1.98)

---

three:
Entry from OMol25: a cluster of 2 separate species, C5H14N4 in total (the ωB97M-V functional and the def2-TZVPD basis).

Output
SMILES   C/N=C(\C)NC.C=NN

Atoms and positions in Å:
C (1.75, 0.25, -1.81)
C (-0.80, 2.06, -0.74)
C (0.87, -1.24, 1.95)
C (-1.09, -1.63, -0.18)
N (0.46, -0.31, -1.49)
N (-0.42, 2.08, 0.51)
C (0.26, -0.94, -0.31)
N (-1.20, 1.54, 1.44)
N (1.04, -0.63, 0.67)
H (-2.06, 1.07, 1.15)
H (-0.70, 1.18, 2.23)
H (1.67, 0.81, -2.75)
H (2.50, -0.54, -1.94)
H (2.04, 0.92, -1.00)
H (-0.24, 2.74, -1.36)
H (-0.48, 0.27, -1.87)
H (-1.86, 2.00, -0.99)
H (-0.14, -1.11, 2.36)
H (1.10, -2.31, 1.92)
H (1.60, -0.79, 2.63)
H (-1.60, -1.38, 0.75)
H (-1.75, -1.34, -0.99)
H (-0.95, -2.71, -0.18)

---

Which one is most stable, and which one is least stable? three is the most stable of them, while one is the least stable.

---

one:
Entry from OMol25: a cluster of 2 separate species, C4H8O2 in total (the ωB97M-V functional and the def2-TZVPD basis).

Output
Charge   +1
2S+1   2

Atoms and positions in Å:
C (0.59, 0.57, 0.76)
C (-0.41, 1.43, 0.17)
C (-0.97, 2.50, 0.89)
H (0.40, 0.24, 1.79)
H (0.89, -0.28, 0.15)
H (1.52, 1.16, 0.76)
H (-0.77, 1.18, -0.83)
H (-1.78, 3.10, 0.50)
H (-0.66, 2.72, 1.90)
O (-1.21, -3.09, -1.06)
C (-0.06, -2.79, -1.02)
O (0.42, -1.87, -1.89)
H (0.67, -3.21, -0.31)
H (1.37, -1.65, -1.81)

---

two:
Entry from OMol25: a cluster of 2 separate species, C4H8O2 in total (the ωB97M-V functional and the def2-TZVPD basis).

Output
Charge   +1
2S+1   2

Atoms and positions in Å:
C (-1.42, -1.57, -0.37)
C (-2.49, -2.17, -1.01)
O (-3.25, -3.00, -0.29)
H (-0.50, -1.32, -0.92)
H (-1.34, -1.17, 0.59)
H (-2.59, -2.07, -2.16)
H (-2.72, -3.08, 0.50)
C (2.23, 1.69, 1.38)
C (2.23, 2.08, 0.08)
O (1.14, 2.24, -0.68)
H (3.07, 1.09, 1.80)
H (1.42, 1.83, 2.06)
H (3.22, 2.17, -0.34)
H (1.00, 3.27, -0.62)

---

three:
Entry from OMol25: a cluster of 2 separate species, C4H8O2 in total (the ωB97M-V functional and the def2-TZVPD basis).

Output
Charge   +1
2S+1   2

Atoms and positions in Å:
C (1.11, 1.21, 1.08)
C (0.02, 0.97, 1.82)
O (-1.17, 1.57, 1.54)
H (2.12, 0.88, 1.23)
H (1.03, 2.07, 0.42)
H (0.01, 0.33, 2.69)
H (-1.04, 2.53, 1.67)
C (-0.83, -0.40, -1.54)
C (0.02, -1.33, -1.04)
O (0.90, -2.07, -1.78)
H (-1.52, 0.14, -0.93)
H (-0.88, -0.20, -2.60)
H (-0.02, -1.53, 0.05)
H (0.47, -2.83, -2.20)

---

Which one is most stable, and which one is least stable? one is the most stable of them, while two is the least stable.

---

one:
Entry from OMol25: an isolated molecule of C15H18N2O4S2 (the ωB97M-V functional and the def2-TZVPD basis).

Output
SMILES   COc1ccc(S(=O)(=O)N(C)C)cc1NC(=O)Cc1cccs1

Atoms and positions in Å:
C (4.92, 0.67, 0.45)
H (5.37, -0.32, 0.34)
O (3.58, 0.68, -0.01)
C (2.68, -0.16, 0.59)
C (2.97, -1.00, 1.65)
C (1.98, -1.81, 2.19)
C (0.71, -1.77, 1.66)
C (0.39, -0.94, 0.60)
C (1.37, -0.12, 0.06)
N (1.15, 0.76, -1.00)
C (-0.03, 1.07, -1.61)
O (-1.10, 0.62, -1.30)
C (0.18, 2.09, -2.74)
C (-1.11, 2.43, -3.40)
C (-1.64, 1.89, -4.53)
C (-2.91, 2.42, -4.85)
C (-3.32, 3.35, -3.95)
S (-2.17, 3.60, -2.70)
H (-4.24, 3.92, -3.95)
H (-3.49, 2.12, -5.71)
H (-1.15, 1.14, -5.12)
H (0.87, 1.66, -3.47)
H (0.64, 2.99, -2.31)
H (1.99, 1.23, -1.31)
H (-0.61, -0.93, 0.21)
S (-0.56, -2.85, 2.30)
O (-0.91, -3.81, 1.30)
O (-0.14, -3.34, 3.58)
N (-1.84, -1.77, 2.44)
C (-1.68, -0.89, 3.57)
H (-0.65, -0.52, 3.57)
H (-1.85, -1.41, 4.52)
H (-2.37, -0.05, 3.48)
C (-3.16, -2.34, 2.30)
H (-3.09, -3.10, 1.52)
H (-3.51, -2.81, 3.22)
H (-3.86, -1.56, 1.99)
H (2.18, -2.47, 3.02)
H (3.97, -1.04, 2.07)
H (4.98, 0.99, 1.49)
H (5.44, 1.39, -0.18)

---

two:
Entry from OMol25: an isolated molecule of C15H18N2O4S2 (the ωB97M-V functional and the def2-TZVPD basis).

Output
SMILES   COCCn1/c(=N\C(=O)CSC(C)=O)sc2cc(OC)ccc21

Atoms and positions in Å:
C (0.06, -3.24, -1.72)
H (0.31, -2.70, -2.64)
O (-0.14, -2.36, -0.64)
C (1.00, -1.58, -0.36)
C (0.67, -0.58, 0.74)
N (-0.25, 0.44, 0.30)
C (0.17, 1.64, -0.18)
N (1.36, 2.11, -0.24)
C (2.55, 1.62, -0.61)
O (2.74, 0.75, -1.43)
C (3.68, 2.43, 0.01)
H (3.81, 3.36, -0.54)
H (3.46, 2.65, 1.06)
S (5.24, 1.53, -0.10)
C (4.78, 0.09, 0.80)
O (3.72, 0.03, 1.38)
C (5.80, -1.00, 0.74)
H (6.80, -0.57, 0.73)
H (5.66, -1.55, -0.19)
H (5.68, -1.68, 1.58)
S (-1.19, 2.69, -0.56)
C (-2.31, 1.44, -0.07)
C (-3.69, 1.51, -0.07)
C (-4.41, 0.40, 0.35)
C (-3.72, -0.75, 0.76)
C (-2.35, -0.81, 0.77)
C (-1.62, 0.30, 0.35)
H (-1.84, -1.72, 1.05)
H (-4.31, -1.60, 1.07)
O (-5.76, 0.32, 0.40)
C (-6.52, 1.44, -0.01)
H (-7.56, 1.16, 0.11)
H (-6.30, 2.32, 0.62)
H (-6.33, 1.69, -1.06)
H (-4.17, 2.42, -0.41)
H (1.60, -0.10, 1.07)
H (0.22, -1.10, 1.59)
H (1.83, -2.22, -0.02)
H (1.34, -1.04, -1.26)
H (-0.88, -3.77, -1.86)
H (0.86, -3.96, -1.51)

---

Which one is most stable, and which one is least stable? two is the most stable of them, while one is the least stable.

---

one:
Entry from OMol25: an isolated molecule of C12H11NO2 (the ωB97M-V functional and the def2-TZVPD basis).

Output
SMILES   COc1cccc(Oc2cccnc2)c1

Atoms and positions in Å:
C (-1.53, -2.11, -2.53)
C (-1.72, -1.48, -0.10)
C (-2.29, -1.99, 1.13)
C (-1.94, -1.33, 2.30)
C (-1.26, -0.18, 2.39)
C (-0.70, 0.18, 1.04)
C (1.13, 1.24, 0.29)
C (1.88, 0.24, 0.12)
C (2.88, 0.47, -0.89)
C (3.14, 1.69, -1.34)
C (1.40, 2.61, -0.20)
C (-0.98, -0.29, -0.14)
H (-1.35, -3.29, -3.08)
H (-0.39, -1.94, -2.10)
H (-1.96, -1.23, -3.05)
H (-3.03, -2.75, 1.23)
H (-2.26, -1.80, 3.21)
H (-0.94, 0.54, 3.25)
H (1.27, -0.76, 0.17)
H (3.49, -0.28, -1.10)
H (4.18, 1.86, -1.76)
H (0.77, 3.54, -0.20)
H (-0.81, 0.35, -1.14)
N (2.41, 2.65, -1.00)
O (-2.14, -2.13, -1.28)
O (0.15, 1.24, 1.16)

---

two:
Entry from OMol25: an isolated molecule of C12H11NO2 (the ωB97M-V functional and the def2-TZVPD basis).

Atoms and positions in Å:
C (0.35, -1.13, -3.66)
C (-0.92, -0.95, -3.23)
C (1.33, -0.42, -3.06)
C (-1.29, -0.18, -2.14)
C (1.06, 0.30, -1.93)
C (-0.44, -0.11, 3.77)
C (0.70, -0.90, 3.78)
C (-0.19, 0.30, -1.34)
C (-0.44, 0.60, 2.54)
C (1.26, -0.78, 2.47)
C (-1.33, 1.61, 1.94)
C (-0.34, 1.12, -0.19)
N (0.52, 0.06, 1.77)
O (-1.43, 1.32, 0.56)
O (2.16, -1.55, 1.83)
H (0.71, -1.70, -4.56)
H (-1.80, -1.37, -3.81)
H (2.35, -0.35, -3.36)
H (-2.39, -0.18, -2.10)
H (1.89, 0.71, -1.35)
H (-1.07, 0.19, 4.69)
H (1.09, -1.44, 4.65)
H (-2.32, 1.65, 2.35)
H (-0.86, 2.65, 2.20)
H (0.52, 1.72, -0.01)
H (2.39, -1.12, 0.99)

---

Which one is most stable, and which one is least stable? two is the most stable of them, while one is the least stable.

---

one:
Entry from OMol25: a cluster of 2 separate species, C3H3FO2 in total (the ωB97M-V functional and the def2-TZVPD basis).

Atoms and positions in Å:
C (1.23, 1.07, 0.32)
C (1.20, 0.83, 2.54)
C (-0.20, 0.81, 0.19)
O (2.20, 1.31, -0.27)
O (1.03, -0.16, 3.12)
F (1.41, 2.03, 3.16)
H (-0.80, 1.58, 0.64)
H (-0.48, 0.06, 0.80)
H (-0.68, 0.75, -0.82)

---

two:
Entry from OMol25: an isolated molecule of C3H3FO2 (the ωB97M-V functional and the def2-TZVPD basis).

Output
SMILES   O=CO/C=C/F

Atoms and positions in Å:
C (-1.33, -0.38, -0.21)
C (-0.47, 0.77, -0.11)
C (1.68, -0.13, 0.14)
H (-0.88, -1.44, -0.34)
H (-1.26, 1.68, -0.17)
H (2.75, 0.04, 0.54)
O (0.87, 0.98, -0.01)
O (1.23, -1.22, -0.05)
F (-2.59, -0.29, 0.21)

---

Which one is most stable, and which one is least stable? one is the most stable of them, while two is the least stable.